(1)
Below is a molecular structure, C14H14FO, with properties calculated with ωB97M-V with the def2-TZVPD basis set.

```
! wB97M-V def2-TZVPD RIJCOSX def2/J DEFGRID3
* xyz 1 1
F 3.306 2.970 0.324
C 3.002 1.627 0.330
C 4.009 0.724 0.667
C 3.690 -0.647 0.668
C 2.372 -1.054 0.437
C 1.342 -0.107 0.244
C -0.052 -0.595 0.308
C -1.280 0.231 0.438
C -2.525 -0.409 0.256
C -3.731 0.268 0.401
C -3.728 1.652 0.640
C -2.501 2.326 0.771
C -1.292 1.615 0.712
C 1.712 1.227 -0.025
H 5.013 1.066 0.929
H 4.471 -1.398 0.841
H 2.119 -2.117 0.440
H -0.130 -1.551 0.806
H -2.538 -1.456 -0.039
H -4.681 -0.264 0.281
H -4.667 2.197 0.740
H -2.485 3.414 0.896
H -0.357 2.148 0.850
H 1.023 1.935 -0.483
C -0.448 -2.682 -1.894
O -0.271 -1.322 -1.420
H -1.355 -3.077 -1.430
H -0.572 -2.672 -2.983
H 0.411 -3.311 -1.629
H 0.143 -0.735 -2.074
*
```

Its HOMO energy is -12.98 eV. The value obtained for the calculated total energy is -716.6709 Eh. The strongest force on any atom comes out at 1.6 eV/Å. The calculation puts the energy above the lowest of the compared OMol25 structures with the same formula, charge and spin at 0.561 eV.

=====

(2)
Below is a gas-phase ion, C26H23F3NO2 (charge +1), with properties calculated with ωB97M-V with the def2-TZVPD basis set.

```
! wB97M-V def2-TZVPD RIJCOSX def2/J DEFGRID3
* xyz 1 1
C -4.138 -1.462 7.806
C -4.035 -2.407 6.634
C -3.786 -3.821 7.105
C -5.300 -2.340 5.797
O -2.944 -1.980 5.714
C -1.695 -1.940 6.229
O -1.387 -2.110 7.398
N -0.778 -1.684 5.188
C -1.111 -1.494 3.886
C 0.136 -1.344 3.059
C 0.403 -2.514 2.143
C 1.782 -2.360 1.448
C 2.955 -2.807 2.078
C 4.203 -2.609 1.485
C 4.294 -2.106 0.181
C 3.116 -1.727 -0.443
F 3.166 -1.302 -1.753
C 1.873 -1.759 0.194
C -0.742 -2.875 1.147
C -0.479 -3.460 -0.109
C -1.531 -3.775 -0.970
F -1.239 -4.307 -2.208
C -2.868 -3.576 -0.647
C -3.101 -3.044 0.614
F -4.402 -2.776 0.984
C -2.084 -2.768 1.527
C 1.181 -1.203 4.167
C 2.487 -0.713 4.182
C 3.151 -0.560 5.412
C 2.512 -0.861 6.624
C 1.205 -1.368 6.617
C 0.624 -1.569 5.386
H -4.288 -0.434 7.456
H -4.993 -1.743 8.436
H -3.230 -1.515 8.411
H -3.691 -4.501 6.250
H -2.878 -3.858 7.714
H -4.629 -4.158 7.722
H -5.236 -2.982 4.910
H -6.161 -2.679 6.388
H -5.506 -1.314 5.471
H -2.062 -1.026 3.682
H 0.010 -0.419 2.471
H 0.502 -3.415 2.779
H 2.905 -3.294 3.060
H 5.110 -2.849 2.038
H 5.240 -2.021 -0.348
H 0.994 -1.376 -0.324
H 0.531 -3.685 -0.441
H -3.676 -3.841 -1.325
H -2.361 -2.493 2.546
H 2.977 -0.430 3.247
H 4.171 -0.167 5.422
H 3.018 -0.699 7.574
H 0.635 -1.571 7.519
*
```

Its HOMO energy is -12.05 eV. The structure (SMILES) is CC(C)(C)OC(=O)[N+]1=C[C@H]([C@H](c2cccc(F)c2)c2cc(F)cc(F)c2)c2ccccc21. The value obtained for the calculated total energy is -1509.1356 Eh. The strongest force on any atom comes out at 3.7 eV/Å.